The following is a quantum chemistry calculation of the molecule C5H8N2 in a non-equilibrium geometry, from OMol25.

Computed properties:
charge	0
maximum force	0.022	Eh/bohr
Kohn-Sham gap	0.32518	Eh
2S+1	1
energy relative to the best compared isomer or geometry (same formula, charge and spin)	104.0	kcal/mol
LUMO level	0.68	eV

Positions of all 15 atoms, in Å:
C -1.963 0.270 -0.103
C -0.658 -0.326 -0.565
C 0.234 0.374 -1.515
C 0.639 1.411 0.681
N 0.722 2.425 1.233
N 0.618 0.199 0.052
C 1.587 -0.776 0.584
H -1.903 1.360 -0.048
H -2.726 0.017 -0.847
H -2.282 -0.136 0.864
H -0.642 -1.418 -0.453
H 0.906 -0.356 -1.993
H 1.524 -1.676 -0.029
H 1.353 -1.015 1.626
H 2.592 -0.355 0.512

In elementary charge units, the natural (NBO) charges are: -0.640, -0.064, -0.343, 0.438, -0.308, -0.368, -0.390, 0.238, 0.236, 0.211, 0.186, 0.141, 0.222, 0.215, 0.224

=====

The following is a quantum chemistry calculation of a cluster of 2 separate species, CH5N2 in total in a non-equilibrium geometry, from OMol25.

Computed properties:
charge	+1
maximum force	0.022	Eh/bohr
Kohn-Sham gap	0.13542	Eh
2S+1	1
energy relative to the best compared isomer or geometry (same formula, charge and spin)	182.2	kcal/mol
LUMO level	-11.27	eV

Positions of all 8 atoms, in Å:
N 8.961 0.951 -0.287
C 9.896 0.014 -0.308
N 10.074 -1.078 0.406
H -28.841 0.355 -0.245
H 8.068 0.644 0.138
H 10.673 0.218 -1.052
H 9.466 -1.127 1.244
H -28.296 0.023 0.103

In elementary charge units, the natural (NBO) charges are: -0.036, 0.074, -0.066, 0.001, 0.379, 0.273, 0.377, -0.001

=====

The following is a quantum chemistry calculation of a cluster of 8 separate species, C54H47B3O32 in total in a non-equilibrium geometry, from OMol25.

Computed properties:
charge	0
maximum force	0.091	Eh/bohr
Kohn-Sham gap	0.24338	Eh
2S+1	1
SMILES	CCCOCB1OBOB(Cc2ccc(C)cc2)O1.O=C1C=C(O)C(=O)C=C1O.O=C1C=C(O)C(=O)C=C1O.O=C1C=C(O)C(=O)C=C1O.O=C1C=C(O)C(=O)C=C1O.O=C1C=C(O)C(=O)C=C1O.O=C1C=C(O)C(=O)C=C1O.O=C1C=C(O)C(=O)C=C1O
LUMO level	-1.76	eV

Positions of all 136 atoms, in Å:
C -2.479 -6.189 -1.093
C -2.700 -5.194 -2.371
C -2.961 -3.702 -1.816
O -4.331 -3.255 -1.917
C -5.040 -3.354 -0.656
B -6.341 -2.386 -0.534
O -6.171 -1.129 0.207
B -7.003 -1.341 1.392
O -8.400 -1.589 1.144
B -8.634 -1.880 -0.273
C -10.037 -1.324 -0.886
C -10.974 -2.630 -1.094
C -12.341 -2.740 -0.384
C -13.247 -4.005 -0.531
C -12.757 -5.194 -1.408
C -13.691 -6.485 -1.493
C -11.391 -5.116 -2.169
C -10.514 -3.830 -1.996
O -7.658 -2.655 -1.045
H -2.865 -5.692 -0.123
H -1.359 -6.395 -0.900
H -2.984 -7.210 -1.249
H -1.728 -5.190 -2.998
H -3.522 -5.569 -3.069
H -2.316 -3.003 -2.476
H -2.509 -3.648 -0.770
H -4.324 -3.035 0.200
H -5.294 -4.463 -0.428
H -6.474 -1.339 2.446
H -10.565 -0.695 -0.073
H -9.924 -0.704 -1.836
H -12.745 -1.900 0.272
H -14.244 -4.026 0.016
H -14.393 -6.471 -0.576
H -13.035 -7.429 -1.382
H -14.263 -6.571 -2.479
H -11.051 -5.975 -2.831
H -9.514 -3.826 -2.540
O 1.344 -1.009 4.100
C 0.875 -1.238 2.997
C -0.557 -1.103 2.711
C -1.036 -1.378 1.495
O -2.362 -1.255 1.215
C -0.142 -1.832 0.393
O -0.617 -2.092 -0.699
C 1.293 -1.944 0.673
C 1.774 -1.666 1.886
O 3.106 -1.764 2.155
H -1.195 -0.775 3.520
H -2.455 -1.511 0.276
H 1.933 -2.257 -0.142
H 3.201 -1.514 3.096
O 0.695 1.775 0.866
C 1.633 2.552 0.802
C 1.690 3.637 -0.182
C 2.743 4.456 -0.230
O 2.809 5.470 -1.136
C 3.893 4.299 0.706
O 4.848 5.054 0.623
C 3.825 3.229 1.706
C 2.770 2.412 1.756
O 2.690 1.416 2.679
H 0.850 3.739 -0.856
H 3.663 5.913 -0.969
H 4.657 3.137 2.391
H 1.837 0.970 2.505
O 1.010 10.032 2.433
C 1.657 9.174 3.007
C 1.391 8.787 4.398
C 2.133 7.854 4.997
O 1.897 7.482 6.286
C 3.253 7.176 4.285
O 3.921 6.341 4.869
C 3.503 7.545 2.888
C 2.759 8.476 2.287
O 2.979 8.827 0.989
H 0.577 9.289 4.904
H 2.565 6.797 6.487
H 4.308 7.032 2.376
H 2.315 9.516 0.791
O 7.926 -1.185 1.401
C 7.454 -1.412 0.300
C 6.022 -1.278 0.015
C 5.542 -1.552 -1.199
O 4.213 -1.427 -1.476
C 6.433 -2.006 -2.303
O 5.957 -2.265 -3.395
C 7.869 -2.118 -2.025
C 8.350 -1.840 -0.812
O 9.683 -1.936 -0.540
H 5.384 -0.950 0.825
H 4.118 -1.683 -2.415
H 8.507 -2.431 -2.839
H 9.775 -1.686 0.400
O -0.473 -4.047 -4.768
C -0.947 -4.270 -5.869
C -2.380 -4.132 -6.150
C -2.863 -4.402 -7.364
O -4.190 -4.276 -7.640
C -1.974 -4.852 -8.472
O -2.453 -5.107 -9.564
C -0.538 -4.967 -8.198
C -0.054 -4.695 -6.985
O 1.277 -4.794 -6.716
H -3.015 -3.806 -5.336
H -4.285 -4.528 -8.580
H 0.099 -5.278 -9.016
H 1.371 -4.548 -5.775
O 13.330 0.141 -6.659
C 12.336 0.069 -5.957
C 12.330 0.500 -4.555
C 11.226 0.390 -3.814
O 11.205 0.788 -2.513
C 9.966 -0.173 -4.378
O 8.980 -0.276 -3.666
C 9.964 -0.582 -5.786
C 11.068 -0.469 -6.528
O 11.081 -0.841 -7.837
H 13.252 0.905 -4.158
H 10.298 0.605 -2.199
H 9.038 -0.973 -6.187
H 11.990 -0.664 -8.148
O -0.081 4.407 11.010
C -0.421 5.479 10.541
C -1.414 6.342 11.190
C -1.772 7.502 10.635
O -2.691 8.315 11.226
C -1.185 7.959 9.343
O -1.550 9.016 8.856
C -0.175 7.108 8.707
C 0.186 5.950 9.263
O 1.125 5.150 8.684
H -1.834 5.998 12.125
H -2.777 9.085 10.631
H 0.256 7.459 7.779
H 1.207 4.376 9.276

Atom charges from the Mulliken analysis, given in e for atoms 1 to 99: -1.069, 0.044, -0.169, -0.234, -0.057, 0.184, -0.394, 0.638, -0.593, 0.533, -0.486, 0.393, -0.589, -0.607, 0.716, -1.011, -0.650, -0.193, -0.213, 0.243, 0.299, 0.287, -0.070, 0.274, 0.152, 0.162, -0.006, 0.181, -0.112, 0.162, 0.324, 0.213, 0.235, 0.292, 0.286, 0.248, 0.299, 0.298, -0.622, 0.827, -0.879, 0.208, -0.615, 1.143, -0.576, -1.120, 0.568, -0.540, 0.485, 0.254, 0.475, 0.358, -0.510, 1.030, -1.073, 0.380, -0.594, 0.935, -0.648, -0.822, 0.429, -0.602, 0.441, 0.344, 0.549, 0.171, -0.605, 0.817, -0.693, 0.106, -0.404, 0.870, -0.641, -0.889, 0.252, -0.572, 0.496, 0.310, 0.546, 0.349, -0.632, 0.851, -0.869, 0.178, -0.462, 1.105, -0.663, -0.893, 0.381, -0.568, 0.552, 0.343, 0.336, 0.349, -0.602, 1.026, -0.897, 0.355, -0.568